(1)
{
  "formula": "CHN3O3S",
  "method": "ωB97M-V/def2-TZVPD",
  "e_homo_ha": -0.4162,
  "homo_lumo_gap_ev": 10.9,
  "energy_ev": -22501.53495,
  "relative_energy_kcal_mol": 0.0,
  "total_charge": 0,
  "symbols": ["C", "N", "N", "N", "O", "O", "O", "S", "H"],
  "coordinates": [[-1.030, -0.456, -0.141], [-1.887, 0.260, -0.533], [0.332, 1.296, 2.275], [-0.531, 1.943, 2.069], [-0.201, -1.026, 0.440], [2.083, 0.398, -0.643], [1.658, -1.772, -1.653], [2.037, -1.030, -0.479], [-2.462, 0.387, -1.334]],
  "lowdin_charge": [-0.43, 0.24, 0.04, 0.04, 0.01, -0.43, -0.42, 0.87, 0.09]
}



(2)
{
  "formula": "C21H34F9INO10S5",
  "method": "ωB97M-V/def2-TZVPD",
  "e_homo_ha": -0.2237,
  "homo_lumo_gap_ev": 8.2,
  "energy_ev": -131029.63000,
  "relative_energy_kcal_mol": 0.0,
  "total_charge": -1,
  "symbols": ["O", "S", "O", "C", "C", "C", "I", "N", "S", "O", "O", "C", "C", "C", "F", "F", "C", "F", "F", "C", "F", "F", "C", "F", "F", "F", "H", "H", "H", "H", "H", "H", "H", "H", "H", "H", "C", "C", "C", "S", "O", "O", "C", "H", "H", "H", "H", "H", "H", "H", "H", "C", "C", "C", "S", "O", "O", "C", "H", "H", "H", "H", "H", "H", "H", "H", "C", "C", "C", "S", "O", "O", "C", "H", "H", "H", "H", "H", "H", "H", "H"],
  "coordinates": [[-1.396, -2.362, 1.252], [-0.261, -2.670, 2.101], [-0.072, -4.055, 2.469], [1.232, -2.173, 1.199], [0.983, -1.675, -0.225], [0.809, -0.173, -0.360], [2.569, 0.917, 0.169], [-0.291, -1.841, 3.461], [-0.369, -0.256, 3.512], [-1.384, 0.353, 2.674], [0.945, 0.349, 3.482], [-0.981, -0.120, 5.189], [0.038, -0.447, 6.274], [0.976, 0.683, 6.680], [0.704, 1.074, 7.975], [0.816, 1.792, 5.943], [2.496, 0.345, 6.666], [3.204, 1.495, 6.721], [2.814, -0.282, 5.534], [2.973, -0.564, 7.861], [3.850, -1.465, 7.397], [1.935, -1.245, 8.383], [3.686, 0.174, 9.028], [4.916, 0.545, 8.667], [3.014, 1.251, 9.431], [3.794, -0.665, 10.068], [1.762, -1.422, 1.792], [1.846, -3.077, 1.193], [1.801, -1.998, -0.878], [0.056, -2.123, -0.598], [0.632, 0.094, -1.399], [-0.009, 0.211, 0.244], [-1.787, -0.851, 5.250], [-1.419, 0.875, 5.301], [-0.507, -0.692, 7.191], [0.598, -1.342, 5.989], [6.578, 0.878, -2.517], [7.258, -0.058, -3.527], [6.163, -0.939, -4.139], [4.646, 0.033, -4.066], [3.739, -0.605, -3.153], [4.229, 0.395, -5.398], [5.357, 1.447, -3.228], [7.247, 1.670, -2.184], [6.259, 0.315, -1.637], [7.737, 0.534, -4.309], [8.029, -0.668, -3.056], [6.345, -1.205, -5.177], [5.984, -1.837, -3.551], [4.597, 1.855, -2.564], [5.630, 2.176, -3.991], [-5.391, 0.760, 0.513], [-4.978, -0.642, 0.988], [-4.303, -1.350, -0.190], [-3.575, -0.048, -1.190], [-4.217, -0.003, -2.489], [-2.143, -0.120, -1.135], [-4.170, 1.322, -0.205], [-5.686, 1.397, 1.346], [-6.235, 0.696, -0.178], [-4.264, -0.553, 1.809], [-5.831, -1.216, 1.348], [-3.493, -2.011, 0.119], [-5.013, -1.880, -0.824], [-4.369, 2.162, -0.867], [-3.372, 1.569, 0.497], [-4.666, -0.021, -6.567], [-4.195, 0.444, -7.952], [-4.216, 1.976, -7.943], [-3.942, 2.466, -6.227], [-5.132, 3.135, -5.758], [-2.662, 3.115, -6.108], [-3.893, 0.813, -5.551], [-4.486, -1.084, -6.414], [-5.738, 0.158, -6.455], [-3.178, 0.089, -8.128], [-4.824, 0.050, -8.750], [-3.434, 2.427, -8.549], [-5.186, 2.376, -8.233], [-4.328, 0.815, -4.556], [-2.848, 0.509, -5.494]],
  "lowdin_charge": [-0.35, 0.52, -0.35, -0.25, -0.33, -0.63, 0.80, -0.34, 0.49, -0.34, -0.35, -0.23, -0.10, -0.43, 0.08, 0.13, -0.36, 0.15, 0.17, -0.34, 0.16, 0.15, -0.54, 0.18, 0.18, 0.17, 0.04, 0.09, 0.10, 0.10, 0.04, 0.03, 0.10, 0.11, 0.13, 0.13, -0.22, -0.22, -0.22, 0.65, -0.34, -0.33, -0.23, 0.11, 0.12, 0.11, 0.11, 0.10, 0.10, 0.08, 0.11, -0.22, -0.20, -0.21, 0.68, -0.34, -0.30, -0.22, 0.11, 0.11, 0.12, 0.11, 0.08, 0.10, 0.11, 0.11, -0.22, -0.22, -0.23, 0.66, -0.33, -0.33, -0.23, 0.12, 0.12, 0.12, 0.11, 0.10, 0.10, 0.07, 0.12]
}



(3)
{
  "formula": "CH14NO4",
  "method": "ωB97M-V/def2-TZVPD",
  "e_homo_ha": -0.5446,
  "homo_lumo_gap_ev": 12.2,
  "energy_ev": -10938.65881,
  "relative_energy_kcal_mol": 16.1,
  "total_charge": 1,
  "symbols": ["C", "N", "H", "H", "H", "H", "H", "H", "H", "H", "O", "H", "H", "O", "H", "H", "O", "H", "H", "O"],
  "coordinates": [[0.191, 2.065, 1.856], [-0.613, 0.984, 1.201], [-0.091, 2.064, 2.911], [0.045, 3.050, 1.438], [1.221, 1.725, 1.894], [-1.595, 0.810, 1.413], [-0.575, 1.213, 0.201], [-0.177, 0.080, 1.433], [-2.933, -1.705, -0.534], [-3.032, -2.295, 0.812], [-2.526, -1.625, 0.355], [0.486, -0.940, -4.456], [1.897, -0.390, -4.417], [1.117, -0.502, -3.856], [1.530, 1.300, -1.415], [0.650, 0.284, -2.081], [0.743, 0.759, -1.242], [1.558, -0.988, 2.871], [1.263, -2.208, 2.038], [1.042, -1.278, 2.107]],
  "lowdin_charge": [-0.01, 0.13, 0.10, 0.10, 0.10, 0.16, 0.12, 0.10, 0.06, 0.04, -0.06, 0.07, 0.06, -0.05, 0.07, 0.01, -0.06, 0.06, 0.06, -0.04]
}



(4)
{
  "formula": "C3H10N2O2",
  "method": "ωB97M-V/def2-TZVPD",
  "smiles": "NC(N)=O.CCO",
  "e_homo_ha": -0.3542,
  "homo_lumo_gap_ev": 10.3,
  "energy_ev": -10348.39029,
  "relative_energy_kcal_mol": 25.3,
  "total_charge": 0,
  "symbols": ["N", "C", "N", "O", "H", "H", "H", "H", "C", "C", "O", "H", "H", "H", "H", "H", "H"],
  "coordinates": [[-2.402, 0.515, -0.385], [-1.800, -0.190, -1.403], [-2.311, -1.489, -1.649], [-0.842, 0.202, -2.064], [-3.077, -0.101, 0.183], [-1.857, 1.280, -0.014], [-2.299, -1.715, -2.650], [-1.697, -2.177, -1.211], [2.147, 1.374, 0.971], [1.678, -0.038, 0.746], [1.079, -0.503, 1.958], [2.904, 1.360, 1.751], [2.685, 1.757, 0.041], [1.292, 2.018, 1.209], [2.542, -0.704, 0.545], [0.910, -0.131, -0.019], [1.047, -1.458, 1.993]],
  "lowdin_charge": [0.14, -0.65, 0.08, 0.01, 0.14, 0.10, 0.09, 0.09, -0.09, -0.33, -0.10, 0.07, 0.10, 0.07, 0.12, 0.09, 0.07]
}



(5)
{
  "formula": "C33H34F4I2N4OW",
  "method": "ωB97M-V/def2-TZVPD",
  "e_homo_ha": [-0.2357, -0.2186],
  "homo_lumo_gap_ev": [6.6, 5.2],
  "energy_ev": -71671.42563,
  "spin_multiplicity": 3,
  "s2": 2.10,
  "relative_energy_kcal_mol": 156.8,
  "total_charge": 0,
  "symbols": ["W", "C", "N", "C", "C", "C", "N", "C", "C", "F", "C", "F", "C", "C", "F", "C", "F", "H", "H", "H", "H", "H", "H", "H", "H", "H", "H", "H", "I", "C", "C", "C", "I", "C", "O", "C", "C", "N", "C", "C", "C", "C", "C", "C", "N", "C", "H", "H", "H", "H", "H", "H", "H", "H", "H", "H", "H", "C", "C", "C", "C", "C", "C", "C", "C", "C", "C", "H", "H", "H", "H", "H", "H", "H", "H", "H", "H", "H", "H"],
  "coordinates": [[0.139, -0.120, -0.170], [0.831, 1.233, -2.889], [1.319, 1.234, -1.493], [2.740, 0.855, -1.561], [1.177, 2.595, -0.910], [-0.277, 2.855, -0.537], [-0.798, 1.777, 0.301], [-1.822, 0.588, -0.594], [-2.513, -0.324, 0.250], [-1.638, -1.220, 0.928], [-3.857, -0.532, 0.333], [-4.340, -1.433, 1.209], [-4.723, 0.187, -0.477], [-4.101, 0.951, -1.460], [-4.870, 1.540, -2.398], [-2.738, 1.099, -1.559], [-2.272, 1.663, -2.731], [1.457, 1.894, -3.500], [-0.198, 1.565, -2.938], [0.891, 0.219, -3.280], [3.320, 1.631, -2.075], [2.825, -0.076, -2.119], [3.142, 0.704, -0.566], [1.560, 3.342, -1.616], [1.788, 2.624, -0.006], [-0.893, 2.965, -1.433], [-0.321, 3.815, -0.021], [-5.793, 0.139, -0.371], [5.044, 2.083, 3.551], [3.141, 1.270, 3.205], [2.340, 0.946, 4.328], [0.967, 0.762, 4.092], [-0.341, 0.794, 5.726], [0.504, 0.670, 2.811], [-0.804, 0.967, 2.537], [1.433, 0.341, 1.678], [1.897, -1.160, 1.697], [1.008, -1.907, 0.787], [1.570, -2.788, -0.243], [0.552, -2.900, -1.337], [0.349, -4.049, -2.073], [-0.587, -4.054, -3.094], [-1.305, -2.889, -3.326], [-1.073, -1.775, -2.548], [-0.151, -1.753, -1.555], [2.712, 1.101, 1.929], [2.728, 0.984, 5.334], [1.935, -1.605, 2.697], [2.902, -1.207, 1.272], [0.254, -2.377, 1.284], [1.863, -3.769, 0.141], [2.460, -2.281, -0.632], [0.928, -4.932, -1.841], [-0.760, -4.942, -3.685], [-2.056, -2.839, -4.100], [-1.636, -0.865, -2.696], [3.382, 1.372, 1.125], [-3.291, 2.002, 2.600], [-2.164, 2.945, 2.174], [-2.728, 3.815, 1.038], [-0.899, 2.144, 1.709], [-1.723, 3.865, 3.315], [-0.722, 4.812, 3.091], [-0.299, 5.674, 4.088], [-0.882, 5.618, 5.348], [-1.886, 4.696, 5.584], [-2.299, 3.829, 4.579], [-3.618, 1.418, 1.745], [-4.147, 2.584, 2.943], [-2.985, 1.320, 3.390], [-2.957, 3.208, 0.161], [-2.064, 4.626, 0.746], [-3.654, 4.275, 1.385], [-0.016, 2.758, 1.933], [-0.255, 4.888, 2.115], [0.484, 6.391, 3.881], [-0.554, 6.287, 6.132], [-2.348, 4.638, 6.561], [-3.075, 3.112, 4.802]],
  "lowdin_spin": [0.96, 0.01, 0.03, 0.02, 0.00, 0.01, 0.00, 0.02, 0.01, 0.00, 0.00, 0.00, 0.00, 0.00, 0.00, 0.01, 0.00, 0.00, 0.00, 0.00, 0.00, 0.00, 0.00, 0.00, 0.00, 0.00, 0.00, 0.00, 0.00, 0.01, 0.28, 0.00, 0.00, 0.23, 0.06, 0.08, 0.07, 0.02, 0.01, -0.03, 0.00, -0.05, 0.00, -0.03, -0.01, 0.20, 0.02, 0.00, 0.00, 0.00, 0.00, 0.00, 0.00, 0.00, 0.00, 0.00, 0.01, 0.00, 0.00, 0.00, 0.02, 0.00, 0.00, 0.00, 0.00, 0.00, 0.00, 0.00, 0.00, 0.00, 0.00, 0.00, 0.00, 0.00, 0.00, 0.00, 0.00, 0.00, 0.00]
}



(6)
{
  "formula": "C10H11Br4I2N5O2Ru",
  "method": "ωB97M-V/def2-TZVPD",
  "e_homo_ha": -0.5312,
  "homo_lumo_gap_ev": 5.9,
  "energy_ev": -321032.92645,
  "total_charge": 2,
  "symbols": ["Ru", "Br", "C", "C", "Br", "C", "Br", "C", "O", "C", "O", "C", "Br", "C", "N", "C", "C", "N", "N", "C", "N", "N", "H", "H", "H", "H", "H", "H", "H", "H", "H", "H", "H", "I", "I"],
  "coordinates": [[0.437, 1.186, -0.702], [-4.410, 3.488, 3.696], [-3.334, 3.213, 2.218], [-3.572, 4.034, 0.999], [-4.939, 5.280, 1.016], [-2.811, 3.890, -0.121], [-3.024, 4.865, -1.691], [-1.759, 2.918, -0.106], [-0.977, 2.693, -1.038], [-1.527, 2.090, 1.122], [-0.581, 1.285, 1.051], [-2.350, 2.272, 2.274], [-1.980, 1.203, 3.754], [3.751, -2.072, 0.443], [2.432, -2.533, 0.014], [2.140, -3.967, 0.027], [1.516, -1.621, -0.341], [1.737, -0.336, -0.347], [0.275, -2.127, -0.702], [-0.738, -1.500, -1.388], [-1.682, -2.320, -1.874], [-0.770, -0.210, -1.541], [4.393, -2.934, 0.587], [3.694, -1.523, 1.386], [4.212, -1.445, -0.323], [3.025, -4.495, 0.362], [1.896, -4.336, -0.972], [1.341, -4.211, 0.731], [2.678, -0.106, -0.060], [0.141, -3.110, -0.534], [-1.561, -3.317, -1.914], [-2.495, -1.945, -2.333], [-1.532, 0.107, -2.128], [2.242, 3.066, 0.114], [4.130, 2.518, -1.678]],
  "lowdin_charge": [0.88, 0.90, -0.70, -0.70, 0.90, -0.67, 0.91, -0.34, -0.11, -0.33, -0.10, -0.67, 0.89, -0.01, -0.13, -0.01, -0.38, -0.02, 0.18, -0.44, 0.20, 0.02, 0.10, 0.11, 0.10, 0.10, 0.11, 0.10, 0.01, 0.13, 0.13, 0.13, 0.10, 0.38, 0.22]
}